Entry from the OMol25 dataset: a 11-piece molecular cluster, C44H60BrINO33P2S overall at a distorted geometry (wB97M-V/def2-TZVPD).

Last column: Löwdin charge in e.
CARTESIAN COORDINATES (ANGSTROEM)
C1 -1.2148 -3.8487 0.9282  -0.034
C2 -1.7307 -2.9856 2.0738  -0.218
C3 -3.0971 -3.0540 2.3164  -0.026
C4 -3.7288 -2.3655 3.3327  -0.044
C5 -2.9408 -1.5737 4.1435  -0.063
C6 -1.5889 -1.4944 3.9173  -0.079
C7 -0.9329 -2.1621 2.8882  -0.182
C8 0.5785 -2.0798 2.6529  -0.101
C9 1.1717 -0.6854 2.2878  -0.476
P1 3.0247 -0.8194 2.7534  0.624
O1 3.4540 -2.2062 1.9509  -0.345
Br1 4.1107 0.9271 1.9308  0.575
N1 0.6631 0.4562 3.1236  0.080
C10 -0.4339 1.1876 2.4207  -0.401
P2 -1.3000 2.5135 3.4052  0.425
S1 -1.9782 3.9347 2.2601  0.244
C11 0.1949 1.8553 1.1756  -0.238
O2 1.2089 1.0908 0.5352  -0.125
C12 1.1260 -0.3035 0.7588  -0.311
C13 -0.0502 -0.9351 -0.0421  -0.105
C14 -0.2358 -0.1417 -1.3587  -0.770
O3 0.5880 -0.1092 -2.2166  0.035
I1 -2.0925 0.9606 -1.7162  0.863
H1 -1.8755 -4.7253 0.8769  0.089
H2 -1.2723 -3.3760 -0.0554  0.074
H3 -0.2226 -4.2632 1.1449  0.082
H4 -3.6986 -3.7065 1.6824  0.125
H5 -4.7957 -2.4676 3.5137  0.106
H6 -3.3832 -1.0140 4.9659  0.123
H7 -1.0328 -0.8676 4.6214  0.105
H8 1.0491 -2.3794 3.6103  0.124
H9 0.9395 -2.8062 1.9216  0.105
H10 4.2698 -2.0468 1.4502  0.062
H11 1.4495 1.1259 3.1831  0.139
H12 0.4581 0.1845 4.0876  0.157
H13 -1.2235 0.5109 2.0716  0.122
H14 -2.4215 1.9179 4.0343  -0.007
H15 -0.4493 3.0499 4.4096  0.002
H16 -0.5928 2.1892 0.4912  0.038
H17 0.6784 2.7875 1.5185  0.123
H18 2.0403 -0.7330 0.3276  0.134
H19 0.2661 -1.9323 -0.3569  0.124
H20 -1.0159 -0.9073 0.4682  0.089
C15 -7.2642 1.4540 1.6432  -0.094
C16 -6.1536 0.4994 1.2771  -0.109
O4 -5.7075 0.0380 2.5571  0.035
C17 -6.7345 0.1971 3.4316  -0.574
O5 -6.7423 -0.2442 4.5344  0.155
O6 -7.7401 0.9133 2.8855  0.050
H21 -8.0586 1.4790 0.9011  0.142
H22 -6.9081 2.4668 1.8132  0.125
H23 -6.5102 -0.3562 0.6988  0.136
H24 -5.3440 0.9822 0.7326  0.121
C18 5.1653 -4.9376 2.8696  -0.137
C19 4.6575 -6.1838 2.1838  -0.127
O7 5.3398 -7.2227 2.8809  0.065
C20 5.6811 -6.7443 4.1091  -0.557
O8 6.1099 -7.4040 4.9919  0.185
O9 5.4609 -5.4011 4.1842  0.061
H25 4.4255 -4.1426 2.8975  0.097
H26 6.0833 -4.5551 2.4150  0.136
H27 3.5807 -6.3214 2.3091  0.132
H28 4.8950 -6.2078 1.1222  0.133
C21 -0.7304 -2.2813 -4.2603  -0.134
C22 0.0636 -1.8555 -5.4697  -0.115
O10 -0.3655 -2.7858 -6.4663  0.068
C23 -1.5925 -3.2443 -6.1042  -0.560
O11 -2.2968 -3.9001 -6.7936  0.178
O12 -1.9051 -2.8472 -4.8379  0.059
H29 -0.9815 -1.4491 -3.6077  0.076
H30 -0.2189 -3.0507 -3.6739  0.135
H31 -0.1825 -0.8458 -5.7991  0.122
H32 1.1380 -1.9223 -5.3123  0.139
C24 7.4326 4.7172 1.8883  -0.118
C25 6.4352 4.5340 0.7773  -0.102
O13 5.4641 3.6644 1.3787  -0.013
C26 5.5473 3.8251 2.7246  -0.616
O14 4.7632 3.3691 3.5004  0.060
O15 6.6231 4.5570 3.0667  0.082
H33 7.9032 5.6971 1.8739  0.141
H34 8.2021 3.9561 1.8870  0.107
H35 5.9436 5.4664 0.4927  0.137
H36 6.8737 4.0815 -0.1078  0.131
C27 12.1025 4.6272 2.3215  -0.107
C28 12.5178 5.3950 1.0909  -0.109
O16 11.6250 4.8867 0.0939  0.078
C29 10.5326 4.4077 0.7254  -0.557
O17 9.5309 4.0676 0.1753  0.143
O18 10.7182 4.3635 2.0664  0.056
H37 12.2269 5.1985 3.2380  0.137
H38 12.6294 3.6770 2.4219  0.137
H39 12.3577 6.4699 1.1923  0.136
H40 13.5533 5.2171 0.8122  0.137
C30 -10.6302 -1.1436 5.4514  -0.111
C31 -10.3006 -0.3568 4.2092  -0.120
O19 -11.2671 -0.8367 3.2697  0.062
C32 -12.3221 -1.3227 3.9749  -0.569
O20 -13.3596 -1.6428 3.4948  0.162
O21 -12.0328 -1.3925 5.2987  0.062
H41 -10.4309 -0.5896 6.3660  0.135
H42 -10.1037 -2.0973 5.4929  0.114
H43 -10.4424 0.7179 4.3441  0.138
H44 -9.2935 -0.5382 3.8563  0.097
C33 -2.8420 5.6004 -1.3426  -0.124
C34 -3.7955 5.3939 -2.4933  -0.117
O22 -4.7918 4.5457 -1.9180  0.057
C35 -4.7669 4.7334 -0.5753  -0.575
O23 -5.5791 4.3020 0.1759  0.156
O24 -3.6957 5.4728 -0.2031  0.021
H45 -2.3642 6.5771 -1.3606  0.137
H46 -2.0699 4.8283 -1.2931  0.118
H47 -4.2670 6.3222 -2.8203  0.137
H48 -3.3258 4.9157 -3.3499  0.133
C36 0.6679 1.7892 -7.6588  -0.116
C37 1.4432 1.4052 -8.8948  -0.108
O25 2.7283 1.0721 -8.3634  0.061
C38 2.5633 0.7287 -7.0666  -0.569
O26 3.4061 0.2410 -6.3849  0.157
O27 1.3036 1.0120 -6.6380  0.032
H49 -0.3895 1.5437 -7.7325  0.133
H50 0.7700 2.8474 -7.4100  0.133
H51 1.0303 0.5271 -9.3945  0.140
H52 1.5196 2.2166 -9.6144  0.139
C39 -7.5426 -6.2920 4.9318  -0.114
C40 -6.1123 -5.8317 4.7865  -0.119
O28 -6.2644 -4.4754 4.3584  0.039
C41 -7.4895 -4.0480 4.7729  -0.547
O29 -7.8584 -2.9215 4.7247  0.169
O30 -8.2283 -5.0789 5.2475  0.074
H53 -7.6707 -7.0269 5.7229  0.136
H54 -7.9501 -6.6961 4.0031  0.136
H55 -5.5695 -5.8442 5.7338  0.134
H56 -5.5558 -6.4106 4.0526  0.132
C42 6.0463 1.3342 -10.3323  -0.123
C43 6.7918 1.1218 -11.6277  -0.122
O31 5.7372 0.8507 -12.5518  0.066
C44 4.6017 1.4023 -12.0553  -0.567
O32 3.5822 1.5006 -12.6548  0.165
O33 4.7830 1.8294 -10.7789  0.047
H57 6.5344 2.0524 -9.6774  0.133
H58 5.8862 0.4047 -9.7822  0.135
H59 7.3275 2.0153 -11.9550  0.134
H60 7.4897 0.2890 -11.5808  0.133

Cartesian forces, eV/Å:
C -0.3 -0.6 0.7
C 0.3 0.0 -0.5
C -0.6 -0.4 -0.2
C -0.1 -0.1 0.0
C -0.5 0.3 0.4
C 0.9 0.6 0.5
C -0.1 -0.5 -1.0
C -0.1 0.7 1.2
C 1.0 -0.7 -1.7
P 0.4 -0.7 2.1
O -0.2 1.2 -0.5
Br -0.6 -0.7 -0.5
N 0.5 0.4 -0.5
C -0.4 0.3 -0.6
P -1.4 1.5 -0.7
S 0.2 -0.3 0.0
C 0.4 1.1 0.5
O -0.3 -0.4 0.9
C -0.7 -0.3 -0.3
C -0.3 1.1 -0.5
C 1.2 -0.2 -0.6
O -0.6 -0.1 0.7
I 0.1 -0.3 0.3
H 0.2 0.2 -0.1
H 0.2 0.0 0.2
H -0.1 0.3 -0.4
H 0.1 0.1 0.1
H 0.2 0.1 -0.1
H 0.1 -0.1 -0.2
H 0.0 -0.3 0.0
H 0.0 0.1 -0.3
H -0.2 0.3 0.0
H -0.1 -0.2 -0.1
H -0.1 0.0 0.1
H -0.2 -0.2 -0.2
H 0.3 -0.2 0.6
H 0.8 -0.5 0.3
H 0.1 -0.8 0.0
H 0.1 -0.4 0.1
H 0.0 -0.2 -0.2
H -0.2 0.3 0.0
H -0.4 0.0 0.2
H 0.3 -0.4 0.1
C -0.2 0.2 -0.3
C 0.1 0.0 -0.4
O -0.1 0.1 -0.1
C -0.1 -0.1 0.3
O 0.2 0.1 0.1
O 0.4 0.0 -0.2
H -0.1 -0.1 0.2
H 0.1 0.1 0.0
H 0.0 0.0 0.1
H 0.1 0.0 0.2
C 0.0 0.3 -0.1
C -0.1 0.0 -0.3
O 0.0 0.3 0.1
C 0.1 -0.2 0.1
O 0.0 0.0 0.0
O -0.1 -0.2 -0.2
H 0.0 0.0 0.2
H 0.0 -0.1 0.0
H 0.0 0.0 0.0
H 0.1 -0.2 0.1
C 0.0 0.0 0.3
C 0.3 0.2 0.0
O -0.2 0.0 0.3
C 0.0 -0.1 -0.2
O 0.0 0.0 0.0
O 0.2 0.0 -0.1
H -0.2 -0.1 -0.1
H 0.0 0.0 -0.1
H 0.0 0.0 0.0
H 0.0 -0.1 -0.2
C 0.2 0.1 0.1
C 0.1 0.1 -0.4
O 0.0 0.0 0.3
C 0.1 0.2 0.2
O -0.1 0.1 0.0
O -0.4 -0.1 -0.2
H -0.1 0.0 0.2
H -0.1 -0.1 0.1
H -0.1 0.0 0.1
H -0.1 -0.2 0.1
C 0.3 0.0 0.3
C 0.3 0.2 0.0
O -0.2 -0.1 0.2
C 0.1 0.0 -0.2
O 0.2 0.0 -0.2
O 0.0 0.0 -0.3
H -0.2 0.0 0.0
H 0.0 0.0 -0.1
H -0.1 0.0 0.0
H -0.1 -0.1 -0.2
C 0.2 -0.1 0.3
C 0.3 0.1 0.0
O -0.1 -0.1 0.2
C -0.1 0.0 0.0
O 0.0 0.0 0.0
O 0.1 0.1 -0.3
H -0.2 0.0 0.0
H 0.0 0.0 -0.1
H 0.0 0.0 0.0
H -0.1 -0.1 -0.1
C 0.4 0.2 0.0
C 0.1 0.1 -0.4
O 0.1 0.0 0.2
C -0.1 0.0 0.1
O -0.1 -0.2 0.1
O -0.1 -0.1 -0.2
H -0.1 0.0 0.2
H 0.0 0.0 0.0
H 0.0 0.0 0.1
H -0.1 -0.2 0.0
C -0.3 0.2 0.0
C -0.2 0.1 -0.4
O -0.1 0.0 0.3
C 0.2 -0.1 0.0
O 0.0 0.0 0.1
O 0.1 0.0 -0.2
H 0.0 -0.1 0.2
H 0.1 0.0 0.0
H 0.0 0.0 0.0
H 0.2 0.0 0.0
C -0.1 -0.4 0.0
C 0.3 -0.2 0.0
O -0.2 0.0 0.1
C -0.2 0.1 0.1
O 0.0 0.0 -0.1
O 0.3 0.1 -0.1
H -0.1 0.1 0.1
H 0.0 0.1 0.0
H 0.0 0.0 0.0
H 0.0 0.2 -0.1
C 0.2 0.0 0.4
C 0.4 0.0 0.0
O -0.1 0.1 0.2
C -0.1 0.0 -0.1
O -0.1 0.0 0.0
O 0.1 -0.1 -0.2
H -0.2 0.1 0.0
H 0.0 0.0 0.0
H -0.1 0.0 0.0
H -0.1 -0.1 -0.2

**E_LUMO**: -2.9 eV
**Electronic energy**: -8202.7630 Ha
**Charge**: +1
**Orbital gap**: 8.67 eV
**Spin multiplicity**: 1

***

Entry from the OMol25 dataset: one molecule with the formula C47H42N2O5S2 at a distorted geometry (wB97M-V/def2-TZVPD).

Last column: Löwdin charge in e.
CARTESIAN COORDINATES (ANGSTROEM)
C1 -5.9633 0.2011 -0.1138  -0.019
N1 -4.6800 -0.2896 -0.5404  -0.046
C2 -4.6257 -1.1395 -1.6157  -0.438
O1 -5.5558 -1.4580 -2.3485  0.064
C3 -3.1801 -1.5497 -1.8285  -0.175
C4 -2.6755 -1.0423 -3.1818  -0.077
C5 -2.7726 0.4624 -3.2262  -0.221
C6 -3.9574 1.1257 -3.5566  -0.036
C7 -4.0220 2.5140 -3.4063  -0.085
C8 -2.9069 3.2385 -2.9870  -0.091
C9 -1.6976 2.5737 -2.7560  -0.064
C10 -1.6352 1.2010 -2.9392  -0.049
N2 -2.5070 -0.9124 -0.6813  -0.017
C11 -1.1480 -0.8376 -0.5753  -0.095
C12 -0.3634 -0.2001 0.3265  -0.066
C13 1.0690 -0.5492 0.5958  -0.240
C14 1.2627 -0.7819 2.0994  -0.191
C15 2.4257 -1.4720 2.4294  -0.059
C16 2.7878 -1.5054 3.7809  -0.067
C17 1.9544 -0.9543 4.7458  -0.082
C18 0.7520 -0.3455 4.3905  -0.079
C19 0.4744 -0.1313 3.0560  -0.042
C20 -3.4985 -0.3950 0.3492  -0.175
C21 -3.7855 -1.2932 1.5083  -0.018
C22 -4.7860 -2.1848 1.5243  -0.050
C23 -5.3921 -2.7935 2.7017  -0.212
C24 -6.3643 -3.8171 2.6136  -0.038
C25 -6.9784 -4.3140 3.7523  -0.086
C26 -6.6500 -3.7949 5.0244  -0.081
C27 -5.6818 -2.7813 5.1213  -0.085
C28 -5.0629 -2.2918 3.9796  -0.038
H1 -6.6252 0.1331 -0.9778  0.095
H2 -6.3766 -0.3970 0.7014  0.085
H3 -5.8732 1.2438 0.1968  0.097
H4 -3.0893 -2.6494 -1.6948  0.168
H5 -1.6487 -1.4042 -3.3451  0.121
H6 -3.3619 -1.5015 -3.9026  0.127
H7 -4.8197 0.5449 -3.9057  0.118
H8 -4.9614 3.0151 -3.6172  0.098
H9 -2.9778 4.3126 -2.8220  0.098
H10 -0.8023 3.1111 -2.4522  0.098
H11 -0.7012 0.6673 -2.8174  0.074
H12 -0.6499 -1.4603 -1.3432  0.139
H13 -0.8219 0.6308 0.8702  0.101
H14 1.2494 -1.4994 0.0579  0.127
H15 2.9677 -2.0378 1.6854  0.116
H16 3.7321 -2.0057 4.0356  0.117
H17 2.1777 -1.0487 5.7813  0.091
H18 0.0183 -0.0073 5.1022  0.100
H19 -0.3882 0.4856 2.7515  0.110
H20 -3.1568 0.6037 0.6912  0.160
H21 -3.1319 -1.1313 2.3737  0.110
H22 -5.2036 -2.4950 0.5477  0.132
H23 -6.6525 -4.2214 1.6459  0.112
H24 -7.7381 -5.1003 3.7170  0.104
H25 -7.1298 -4.1584 5.9439  0.104
H26 -5.3989 -2.3534 6.0877  0.105
H27 -4.3475 -1.4762 4.0274  0.101
C29 2.6156 4.3744 1.7468  -0.080
C30 3.1041 3.2976 2.5258  -0.075
C31 2.8596 2.0482 2.0722  -0.071
C32 2.3677 1.8180 0.7562  -0.227
C33 2.2644 0.3573 0.1678  -0.164
S1 2.5540 0.6304 -1.7454  0.735
C34 3.0265 -0.8460 -2.7788  -0.249
C35 3.6127 -0.4955 -3.9815  -0.069
C36 4.0908 -1.5141 -4.8003  -0.069
C37 3.9478 -2.8431 -4.4357  -0.076
C38 3.3362 -3.1763 -3.2298  -0.065
C39 2.8599 -2.1774 -2.3766  -0.067
O2 1.2060 0.9399 -2.1381  -0.332
O3 3.5607 1.6017 -2.0023  -0.306
S2 4.4116 0.0775 0.3288  0.849
C40 5.5616 1.4794 -0.2393  -0.221
C41 5.9846 1.5344 -1.5727  -0.081
C42 6.7944 2.5714 -1.9658  -0.060
C43 7.1905 3.5256 -1.0378  -0.072
C44 6.8511 3.3980 0.2867  -0.069
C45 6.0372 2.3478 0.7136  -0.058
O4 4.6649 -0.0961 1.7545  -0.349
O5 4.5868 -1.0038 -0.6531  -0.364
C46 1.7075 2.8419 0.1421  -0.053
C47 1.8898 4.1637 0.5835  -0.059
H28 2.7991 5.4184 2.0652  0.107
H29 3.6326 3.5093 3.4379  0.107
H30 3.0335 1.2232 2.7316  0.098
H31 3.7362 0.5590 -4.2276  0.122
H32 4.5562 -1.2283 -5.7268  0.104
H33 4.2855 -3.6328 -5.0963  0.105
H34 3.2048 -4.2029 -2.9219  0.105
H35 2.4138 -2.4130 -1.3990  0.107
H36 5.7033 0.7587 -2.2767  0.109
H37 7.0956 2.6129 -2.9889  0.105
H38 7.7913 4.3528 -1.3605  0.103
H39 7.2020 4.0789 1.0385  0.103
H40 5.7752 2.1789 1.7608  0.114
H41 1.0555 2.6446 -0.6868  0.091
H42 1.5044 5.0030 -0.0517  0.121

Cartesian forces, eV/Å:
C -0.1 0.3 0.1
N 0.3 -0.6 -0.1
C -0.2 0.2 -0.3
O 0.7 0.3 0.7
C 0.5 -0.2 1.4
C -0.5 -0.3 -0.1
C 0.1 0.0 -0.8
C 0.0 0.0 0.3
C 0.0 -0.3 -0.1
C 0.1 -0.2 0.3
C -0.3 0.2 -0.3
C 0.0 -0.1 0.4
N -0.5 0.6 0.9
C 0.8 -0.8 -0.1
C -1.0 1.1 -0.8
C 0.7 -1.3 -0.1
C 0.7 0.6 -1.0
C -1.1 -0.1 1.6
C 0.4 -0.5 -0.5
C -0.5 -0.2 -0.4
C 0.3 0.3 -0.3
C -0.3 -0.5 -0.6
C 0.4 -0.1 -2.5
C 0.4 -0.3 0.7
C 0.3 -0.1 -1.0
C -0.1 -0.5 1.1
C 0.4 0.4 -0.1
C -0.1 0.2 1.3
C 0.3 0.2 -0.4
C -0.1 -0.2 0.0
C -0.4 -0.3 -0.5
H 0.0 0.1 0.1
H 0.0 0.1 0.0
H -0.1 0.0 0.0
H -0.1 0.4 -0.5
H -0.4 0.2 -0.1
H 0.3 0.0 -0.2
H 0.3 0.3 0.3
H 0.1 0.1 0.0
H 0.0 -0.2 -0.1
H -0.2 0.0 -0.1
H -0.1 0.2 0.1
H -0.2 0.1 0.5
H 0.2 -0.4 0.1
H -0.1 0.2 0.4
H 0.2 0.2 0.0
H -0.5 0.3 0.1
H 0.3 -0.1 0.7
H 0.2 0.2 0.5
H 0.6 -0.6 0.3
H -0.3 -0.5 -0.2
H -0.5 0.1 -0.1
H -0.2 0.5 0.6
H 0.1 0.1 0.1
H 0.3 0.3 -0.3
H 0.2 0.1 -0.6
H -0.2 -0.2 -0.3
H -0.1 -0.1 0.2
C 0.4 1.0 0.0
C -0.9 2.0 -0.9
C 0.2 -1.4 -0.8
C -1.8 -1.6 1.1
C 3.1 3.3 -1.3
S -2.5 -1.8 0.1
C -0.3 0.1 1.2
C 0.1 0.0 0.3
C -0.3 0.2 0.0
C -0.1 -0.1 0.1
C -0.5 0.5 0.4
C 0.0 0.4 -0.3
O -0.5 0.2 -0.7
O 0.2 0.8 0.1
S -0.3 -1.4 0.4
C -0.7 -1.0 0.0
C -0.1 -0.7 0.4
C -0.1 -0.2 0.4
C 0.1 0.0 -0.2
C -0.3 -0.4 0.6
C -0.4 -0.2 0.2
O 0.6 0.0 -1.3
O 0.6 0.9 1.4
C 0.1 1.3 -0.4
C -0.1 0.2 -0.2
H -0.1 -0.7 -0.1
H -0.1 -0.2 0.4
H 0.5 -0.4 0.0
H 0.0 -0.3 -0.1
H 0.1 -0.1 -0.3
H 0.1 0.1 0.1
H 0.1 -0.1 -0.1
H 0.3 0.0 -0.7
H 0.0 0.2 0.2
H 0.3 0.2 -0.5
H 0.2 0.3 -0.1
H 0.2 0.4 0.1
H 0.1 0.3 -0.4
H 0.1 0.0 -0.5
H 0.3 -0.8 1.0

**E_LUMO**: -0.5 eV
**Electronic energy**: -3098.0933 Ha
**Charge**: 0
**Orbital gap**: 7.26 eV
**Spin multiplicity**: 1

***

Entry from the OMol25 dataset: C5H24N10O7Pd as an isolated structure at a distorted geometry (wB97M-V/def2-TZVPD).

Last column: Löwdin charge in e.
CARTESIAN COORDINATES (ANGSTROEM)
N1 2.2951 -3.6152 1.1050  0.360
H1 1.6291 -4.1646 1.6292  0.152
H2 2.0846 -2.6275 1.1206  0.145
H3 2.2946 -3.9780 0.1624  0.162
H4 3.1261 -3.8443 1.6314  0.165
N2 -2.7694 -4.1522 0.1151  0.358
H5 -3.7237 -3.9917 -0.1740  0.165
H6 -2.4867 -3.2453 0.4582  0.133
H7 -2.2218 -4.4270 -0.6878  0.162
H8 -2.7856 -4.7143 0.9541  0.160
Pd1 2.0031 1.9569 3.2680  0.913
C1 -0.2721 -0.0295 1.1279  -1.077
O1 0.2985 -0.3929 2.2428  -0.014
O2 0.1784 0.9858 0.7259  0.168
O3 -1.0912 -0.6951 0.5361  0.048
C2 -3.5437 2.0869 -2.8901  -0.786
O4 -4.3642 2.6420 -3.7000  -0.017
N3 -4.0358 1.1877 -2.0768  0.154
N4 -2.3500 2.3925 -2.7541  0.184
H9 -4.9623 0.8798 -2.3353  0.126
H10 -3.3427 0.7165 -1.5132  0.089
H11 -2.0936 3.2968 -3.1236  0.145
H12 -1.9738 2.0816 -1.8698  0.109
C3 3.6935 5.3705 -1.7000  -0.748
O5 3.9099 4.9622 -2.8309  0.031
N5 2.7878 4.7181 -0.9834  0.133
N6 4.0664 6.5655 -1.2697  0.169
H13 2.1128 4.0807 -1.3809  0.105
H14 2.6437 5.0316 -0.0341  0.085
H15 4.8387 7.0030 -1.7516  0.122
H16 3.9750 6.9313 -0.3327  0.107
C4 -1.6406 -2.6853 6.2005  -0.762
O6 -2.2536 -3.1398 7.1448  0.076
N7 -1.5787 -3.3080 5.0654  0.122
N8 -0.9220 -1.5770 6.0517  0.154
H17 -2.0644 -4.1841 4.9369  0.119
H18 -1.2158 -2.8073 4.2669  0.081
H19 -0.7146 -1.0195 6.8680  0.125
H20 -0.4142 -1.5884 5.1787  0.082
C5 1.6545 -0.4892 -4.1167  -0.830
O7 2.4931 -0.9669 -4.8795  0.047
N9 1.5437 0.7637 -3.7631  0.176
N10 0.8666 -1.1645 -3.4587  0.149
H21 2.4011 1.2928 -3.6916  0.129
H22 0.7076 0.9236 -3.2196  0.096
H23 0.4956 -0.9277 -2.5497  0.106
H24 0.7212 -2.1338 -3.7025  0.126

Cartesian forces, eV/Å:
N -0.3 -0.8 0.6
H -1.0 0.1 0.2
H -0.2 0.6 0.2
H 0.5 -0.1 -0.6
H 1.2 0.3 -0.3
N -0.7 1.2 0.5
H -0.8 -0.2 -0.4
H 0.7 1.0 -0.1
H 0.4 -0.6 0.0
H 0.2 -1.1 -0.1
Pd -0.7 -0.5 -0.5
C -0.4 -4.1 2.8
O 0.4 -0.2 0.8
O 2.7 6.4 -2.1
O -2.0 -2.1 -1.0
C -9.6 1.9 -4.6
O 2.3 -1.0 1.3
N -0.4 -2.2 1.8
N 7.4 1.9 1.0
H 0.3 -0.3 0.5
H -0.9 -0.7 0.2
H 0.3 -0.2 0.1
H 0.7 0.6 -0.2
C -1.1 -0.7 -3.6
O 1.0 0.0 -0.2
N -1.5 -1.1 3.4
N 1.8 2.3 1.1
H 0.6 0.3 -0.2
H -0.4 -0.1 -0.2
H -0.2 -0.2 -0.2
H -0.3 -0.5 -0.1
C -1.2 -0.4 2.8
O 0.3 0.7 0.5
N -0.2 -3.4 -4.9
N 0.9 2.3 1.0
H 0.0 0.3 0.1
H -0.4 -0.6 -0.1
H 0.2 0.1 -0.5
H 0.5 1.1 0.9
C 6.7 1.8 -4.4
O -0.3 0.3 -0.2
N 0.3 3.8 0.4
N -7.2 -7.8 5.1
H -0.5 0.5 -0.2
H 0.6 1.0 0.0
H 0.1 0.4 -0.5
H 0.2 0.2 -0.2

**E_LUMO (alpha / beta)**: -8.4 / -9.5 eV
**Expectation value of S²**: 2.0151
**Electronic energy**: -1406.2679 Ha
**Charge**: +2
**Orbital gap (alpha / beta)**: 4.35 / 3.15 eV
**Spin multiplicity**: 3